# C12H33Mn2N2O11S2

A molecular structure, C12H33Mn2N2O11S2 at a distorted geometry (ωB97M-V with the def2-TZVPD basis set, the Open Molecules 2025 dataset).

Last column: Löwdin spin population.
Cartesian coordinates (Å):
Mn  -1.669  -1.372  -3.762  4.708
Mn  -0.356  1.366  -3.403  4.735
N  -3.379  1.132  -4.172  0.009
O  -3.048  -0.055  -4.512  0.054
O  -2.442  1.951  -3.952  0.046
O  -4.522  1.438  -4.050  0.015
O  -1.271  -0.017  -2.186  0.149
H  -1.602  -0.051  -1.282  0.010
O  -0.271  -0.229  -4.692  0.136
H  0.358  -0.791  -5.159  0.013
C  0.193  -0.299  1.924  0.000
C  1.594  0.199  1.643  0.000
N  2.441  0.405  2.776  0.000
C  1.902  1.289  3.812  0.000
C  2.756  1.261  5.069  0.000
C  3.844  0.639  2.450  0.000
C  4.125  1.978  1.753  0.000
H  0.248  -1.149  2.612  0.000
H  -0.259  -0.652  0.994  0.000
H  -0.507  0.398  2.389  0.000
H  2.058  -0.643  1.106  0.000
H  1.543  0.991  0.877  0.000
H  0.899  0.937  4.055  0.000
H  1.817  2.308  3.398  0.000
H  3.583  1.969  5.022  0.000
H  3.084  0.239  5.240  0.000
H  2.146  1.605  5.906  0.000
H  4.486  0.499  3.315  0.000
H  4.028  -0.201  1.768  0.000
H  3.344  2.240  1.046  0.000
H  4.210  2.719  2.552  0.000
H  5.091  1.966  1.248  0.000
O  -0.591  -2.696  -2.541  0.043
S  0.267  -3.652  -1.881  0.008
O  1.500  -3.190  -1.384  0.002
O  -0.510  -4.249  -0.662  0.003
C  -1.953  -4.207  -0.592  0.000
C  -2.579  -5.508  -0.146  0.000
C  0.533  -5.081  -2.912  0.001
H  -2.400  -3.915  -1.542  0.001
H  -2.216  -3.440  0.138  0.000
H  -3.656  -5.468  -0.276  0.000
H  -2.324  -5.724  0.893  0.000
H  -2.160  -6.365  -0.682  0.000
H  0.642  -5.930  -2.246  0.000
H  1.465  -4.895  -3.437  0.000
H  -0.359  -5.120  -3.532  0.000
O  1.512  3.318  -0.377  0.002
S  0.173  3.448  -0.811  0.010
O  -0.208  3.011  -2.145  0.047
O  -0.733  2.705  0.255  0.002
C  -2.143  2.553  -0.136  0.000
C  -2.796  1.522  0.742  0.001
C  -0.469  5.065  -0.580  0.001
H  -2.184  2.273  -1.188  0.000
H  -2.637  3.525  -0.071  0.000
H  -2.393  0.545  0.471  0.000
H  -3.882  1.494  0.697  0.000
H  -2.566  1.679  1.797  0.000
H  0.166  5.804  -1.071  0.000
H  -0.482  5.268  0.487  0.000
H  -1.442  5.159  -1.054  0.000

Computed properties:
* 2S+1: 11
* HOMO energy (spin up / spin down): -9.79 / -9.79 eV
* <S²>: 30.007
* charge: +1
* HOMO-LUMO gap (spin up / spin down): 6.5 / 6.1 eV

---

# C33H73FO3P2

4 unconnected molecules or ions with the total composition C33H73FO3P2 at a distorted geometry (ωB97M-V with the def2-TZVPD basis set, the Open Molecules 2025 dataset).

Last column: Mulliken charge in e.
Cartesian coordinates (Å):
F  -1.097  -1.060  0.245  -0.577
C  3.233  0.632  2.714  -1.158
C  2.678  2.038  2.501  -0.329
C  1.318  2.225  3.099  -0.654
C  0.329  1.117  2.660  0.951
P  -1.475  1.339  2.952  0.840
C  -2.154  -0.323  3.391  -1.547
C  -1.172  -1.453  3.756  -0.565
C  -1.779  -2.820  4.029  -0.227
C  -0.646  -3.787  4.294  -1.373
C  -1.677  2.466  4.382  -1.592
C  -1.339  1.927  5.733  -0.325
C  -1.131  3.019  6.756  -0.599
C  -1.430  2.615  8.225  -1.372
C  -2.328  2.048  1.538  -1.181
C  -1.603  3.350  1.014  0.348
C  -2.326  3.901  -0.253  -0.360
C  -1.510  5.115  -0.800  -1.245
H  2.917  0.247  3.684  0.262
H  4.280  0.912  2.835  0.415
H  3.048  -0.077  1.911  0.304
H  2.575  2.234  1.429  -0.155
H  3.370  2.827  2.799  0.540
H  0.892  3.230  3.052  0.486
H  1.419  2.239  4.191  0.207
H  0.624  0.100  2.911  0.816
H  0.212  1.071  1.571  -1.384
H  -2.677  -0.672  2.498  0.620
H  -2.895  0.004  4.125  0.864
H  -0.418  -1.158  4.488  0.482
H  -0.647  -1.686  2.825  -0.072
H  -2.408  -3.195  3.221  0.341
H  -2.377  -2.769  4.943  0.364
H  -0.929  -4.792  4.611  0.409
H  -0.200  -3.454  5.236  0.336
H  0.084  -3.923  3.498  0.274
H  -2.744  2.705  4.372  0.679
H  -1.142  3.367  4.076  0.660
H  -0.390  1.387  5.745  0.302
H  -2.163  1.277  6.030  0.376
H  -1.704  3.894  6.441  0.427
H  -0.078  3.300  6.681  0.304
H  -2.480  2.405  8.430  0.344
H  -1.230  3.387  8.970  0.416
H  -0.768  1.791  8.494  0.321
H  -3.364  2.218  1.832  0.781
H  -2.297  1.321  0.723  0.081
H  -0.612  3.033  0.683  -0.547
H  -1.450  4.119  1.771  0.397
H  -3.308  4.299  0.001  0.409
H  -2.455  3.107  -0.988  0.264
H  -0.447  4.919  -0.924  0.180
H  -1.760  5.926  -0.114  0.386
H  -1.844  5.535  -1.750  0.393
C  4.545  -3.968  -0.416  -1.260
C  3.008  -3.982  -0.688  -0.301
C  2.659  -2.714  -1.578  -0.856
C  1.103  -2.497  -1.709  -0.891
P  0.613  -0.958  -2.539  0.994
C  1.356  -1.081  -4.248  -1.432
C  1.520  -2.403  -4.981  -0.330
C  2.549  -2.495  -6.094  -0.820
C  2.155  -1.755  -7.405  -1.187
C  1.144  0.575  -1.557  0.063
C  1.043  1.881  -2.327  -0.658
C  1.715  3.110  -1.663  0.044
C  1.866  4.326  -2.602  -1.626
C  -1.176  -0.922  -2.814  -0.661
C  -1.683  -1.328  -4.213  -0.304
C  -3.188  -1.111  -4.352  -0.651
C  -3.934  -1.531  -5.626  -1.218
H  4.834  -4.911  0.044  0.413
H  4.738  -3.083  0.188  0.292
H  4.987  -3.899  -1.411  0.294
H  2.608  -3.983  0.325  0.234
H  2.728  -4.883  -1.231  0.414
H  3.061  -2.775  -2.591  0.245
H  3.117  -1.816  -1.158  0.228
H  0.772  -2.421  -0.672  0.370
H  0.618  -3.323  -2.230  0.636
H  2.367  -0.853  -3.886  0.600
H  1.005  -0.294  -4.914  0.693
H  0.519  -2.587  -5.377  0.117
H  1.783  -3.190  -4.274  0.297
H  2.608  -3.583  -6.179  0.414
H  3.559  -2.222  -5.786  0.404
H  1.688  -0.820  -7.097  0.297
H  1.607  -2.256  -8.202  0.312
H  3.107  -1.552  -7.900  0.355
H  2.150  0.375  -1.187  0.827
H  0.470  0.606  -0.697  -0.659
H  0.061  2.106  -2.746  0.362
H  1.671  1.743  -3.214  0.292
H  2.719  2.822  -1.345  0.469
H  1.147  3.303  -0.750  -0.232
H  2.746  4.122  -3.209  0.469
H  2.071  5.099  -1.859  0.422
H  0.992  4.628  -3.176  0.288
H  -1.601  -0.050  -2.320  0.560
H  -1.469  -1.774  -2.189  -0.055
H  -1.343  -2.273  -4.637  0.433
H  -1.319  -0.642  -4.989  0.350
H  -3.343  -0.088  -4.000  0.392
H  -3.610  -1.710  -3.539  0.362
H  -4.137  -2.597  -5.525  0.335
H  -3.175  -1.489  -6.411  0.285
H  -4.825  -0.934  -5.800  0.340
O  -3.130  -2.964  -0.307  -0.509
C  -2.588  -4.236  -0.361  0.684
O  -3.266  -5.285  -0.291  -0.785
O  -1.393  -4.511  -0.727  -0.710
H  -2.356  -2.423  -0.091  0.238

Computed properties:
* HOMO energy: -4.68 eV
* charge: 0
* HOMO-LUMO gap: 4.7 eV

---

# Cl3H3Si2

2 unconnected molecules or ions with the total composition Cl3H3Si2 (ωB97M-V with the def2-TZVPD basis set, the Open Molecules 2025 dataset).

Last column: natural (NBO) charge in e.
Cartesian coordinates (Å):
Si  1.519  -0.106  -0.011  0.882
Si  -2.662  0.988  -0.663  0.907
Cl  -2.926  1.023  1.381  -0.452
Cl  -2.149  -0.984  -0.901  -0.452
Cl  2.039  -1.894  0.762  -0.369
H  2.701  0.723  -0.221  -0.170
H  0.850  -0.295  -1.292  -0.171
H  0.627  0.545  0.945  -0.175

Computed properties:
* HOMO energy: -9.88 eV
* charge: 0
* HOMO-LUMO gap: 8.9 eV

---

# C18H49N4O6V

A molecular structure, C18H49N4O6V at a distorted geometry (ωB97M-V with the def2-TZVPD basis set, the Open Molecules 2025 dataset).

Last column: Löwdin spin population.
Cartesian coordinates (Å):
O  -0.245  -0.134  -0.137  -0.091
V  -0.388  -1.234  -1.195  1.924
C  2.375  -4.223  -0.148  0.001
C  1.145  -3.710  0.658  0.003
O  0.096  -3.128  -0.107  0.038
H  3.063  -4.693  0.554  0.000
H  2.772  -3.318  -0.609  0.000
H  2.217  -4.973  -0.923  0.000
H  1.443  -2.999  1.429  0.000
H  0.759  -4.548  1.239  0.000
C  -1.156  5.680  0.829  0.000
C  -1.183  4.530  -0.191  0.000
C  -1.882  3.287  0.326  0.001
O  -1.404  2.855  1.583  0.000
C  -2.104  1.804  2.250  0.000
N  -1.812  5.090  -1.383  0.000
H  -2.146  5.987  1.166  0.000
H  -0.704  6.589  0.432  0.000
H  -0.629  5.330  1.717  0.000
H  -0.179  4.174  -0.421  0.000
H  -1.951  2.408  -0.315  0.002
H  -2.920  3.609  0.414  0.000
H  -1.854  0.874  1.739  0.000
H  -3.184  1.886  2.130  0.000
H  -1.921  1.689  3.318  0.000
H  -2.235  4.351  -1.926  0.000
H  -1.028  5.348  -1.966  0.000
C  3.550  2.623  0.908  0.000
C  2.226  2.333  1.677  0.000
C  2.385  1.614  2.997  0.000
O  3.062  0.375  2.716  0.000
C  3.267  -0.440  3.905  0.000
N  1.483  3.574  1.721  0.000
H  3.357  3.053  -0.075  0.000
H  4.042  1.697  0.611  0.000
H  4.250  3.260  1.448  0.000
H  1.557  1.724  1.069  0.000
H  1.437  1.503  3.524  0.000
H  2.964  2.275  3.642  0.000
H  3.992  -0.124  4.656  0.000
H  3.620  -1.447  3.684  0.000
H  2.325  -0.612  4.427  0.000
H  1.364  3.961  0.796  0.000
H  0.508  3.445  1.950  0.000
C  -4.951  -1.296  -1.340  0.000
C  -3.557  -1.250  -0.631  0.004
C  -3.503  -1.757  0.754  0.001
O  -2.188  -1.544  1.282  0.003
C  -1.971  -1.844  2.632  0.000
N  -2.561  -1.895  -1.527  0.023
H  -5.703  -0.694  -0.831  0.000
H  -5.335  -2.286  -1.586  0.000
H  -4.934  -0.823  -2.321  0.000
H  -3.209  -0.220  -0.558  0.003
H  -3.889  -2.761  0.933  0.000
H  -4.189  -1.086  1.272  0.000
H  -2.208  -2.885  2.851  0.000
H  -2.532  -1.173  3.281  0.000
H  -0.905  -1.799  2.857  0.000
H  -2.694  -2.815  -1.132  0.003
H  -3.064  -1.980  -2.399  0.004
C  1.343  -3.262  -4.881  0.001
C  1.161  -2.833  -3.417  0.003
C  2.194  -1.774  -3.022  0.004
O  1.765  -1.189  -1.753  0.026
C  2.594  -0.188  -1.187  0.004
N  -0.159  -2.313  -3.245  0.029
H  0.569  -3.926  -5.267  0.000
H  2.318  -3.723  -5.041  0.000
H  1.262  -2.407  -5.553  0.000
H  1.167  -3.690  -2.744  0.000
H  2.262  -1.037  -3.822  0.000
H  3.191  -2.196  -2.891  0.000
H  3.630  -0.498  -1.318  0.000
H  2.380  -0.078  -0.124  0.000
H  2.499  0.683  -1.835  0.001
H  -0.355  -1.726  -4.044  0.009
H  -0.762  -3.078  -3.511  0.001

Computed properties:
* 2S+1: 3
* HOMO energy (spin up / spin down): -5.80 / -7.06 eV
* <S²>: 2.018
* charge: 0
* HOMO-LUMO gap (spin up / spin down): 5.7 / 6.9 eV